Version one
Formula: F24InNO3P4
Source: the Open Molecules 2025 dataset
Level of theory: ωB97M-V/def2-TZVPD

As for the total charge: -2. As for the orbital gap: 4.6 eV. The multiplicity is 1. For the lowest unoccupied orbital energy, the calculation gives -1.20 eV.

Each line ends with the Löwdin charge.
CARTESIAN COORDINATES (ANGSTROEM)
1 In -0.29 -0.22 0.27  1.633
2 N 0.88 0.83 -2.67  -0.547
3 O 1.03 1.42 -3.72  0.101
4 O -0.25 0.22 -2.47  0.044
5 O 1.74 0.71 -1.82  0.020
6 P -3.11 2.02 -0.15  0.145
7 F -4.20 1.30 0.81  -0.154
8 F -4.23 2.29 -1.26  -0.142
9 F -3.46 3.45 0.51  -0.142
10 F -1.95 2.65 -1.06  -0.139
11 F -1.96 1.74 1.00  -0.201
12 F -2.79 0.57 -0.81  -0.189
13 P 1.44 2.77 1.40  0.161
14 F 0.23 2.83 0.31  -0.180
15 F 2.11 1.63 0.44  -0.185
16 F 2.26 3.90 0.64  -0.124
17 F 2.59 2.56 2.50  -0.128
18 F 0.72 3.85 2.34  -0.130
19 F 0.59 1.54 2.13  -0.211
20 P -1.20 -3.33 -1.45  0.153
21 F 0.15 -2.44 -1.61  -0.178
22 F -1.29 -3.50 -3.05  -0.145
23 F -0.38 -4.69 -1.31  -0.128
24 F -2.63 -4.08 -1.37  -0.157
25 F -1.14 -3.12 0.17  -0.193
26 F -2.00 -1.89 -1.52  -0.204
27 P 2.49 -1.87 1.69  0.164
28 F 2.44 -1.10 0.24  -0.174
29 F 1.61 -0.64 2.27  -0.177
30 F 1.07 -2.58 1.21  -0.199
31 F 2.42 -2.55 3.15  -0.145
32 F 3.26 -3.12 1.07  -0.125
33 F 3.86 -1.15 2.10  -0.124

=====

Version two
Formula: F24InNO3P4
Source: the Open Molecules 2025 dataset
Level of theory: ωB97M-V/def2-TZVPD

As for the total charge: -2. As for the orbital gap: 4.0 eV. The multiplicity is 1. For the lowest unoccupied orbital energy, the calculation gives -2.19 eV.

Each line ends with the Löwdin charge.
CARTESIAN COORDINATES (ANGSTROEM)
1 In 0.58 0.38 0.37  1.587
2 N -2.11 2.73 2.31  -0.569
3 O -2.90 3.56 1.95  0.173
4 O -1.48 2.09 1.45  0.072
5 O -1.85 2.51 3.49  0.141
6 P 3.52 1.59 -1.62  0.164
7 F 3.20 0.07 -1.19  -0.180
8 F 3.63 1.21 -3.19  -0.144
9 F 1.86 1.80 -1.76  -0.222
10 F 3.64 3.15 -2.02  -0.150
11 F 3.35 1.97 -0.05  -0.196
12 F 5.10 1.35 -1.45  -0.134
13 P -1.08 -1.28 3.52  0.171
14 F -1.28 -1.37 1.93  -0.173
15 F 0.16 -2.29 3.48  -0.136
16 F -0.15 0.02 3.20  -0.228
17 F -0.84 -1.01 5.12  -0.182
18 F -2.41 -0.29 3.73  -0.200
19 F -2.06 -2.54 3.79  -0.155
20 P 0.56 -2.96 -1.13  0.194
21 F -0.25 -4.19 -0.49  -0.129
22 F -0.68 -2.00 -0.66  -0.202
23 F 1.21 -2.47 0.32  -0.212
24 F 1.39 -1.68 -1.73  -0.198
25 F 1.80 -3.94 -1.44  -0.144
26 F -0.11 -3.12 -2.58  -0.132
27 P -1.85 0.95 -2.22  0.176
28 F -1.73 1.64 -3.69  -0.154
29 F -2.43 -0.40 -2.85  -0.119
30 F -0.32 0.38 -2.36  -0.187
31 F -1.95 0.28 -0.72  -0.198
32 F -1.19 2.25 -1.51  -0.178
33 F -3.32 1.61 -2.01  -0.156

=====

Least stable = version two

=====

Version one
Formula: C6H16N2O
Source: the Open Molecules 2025 dataset
Level of theory: ωB97M-V/def2-TZVPD

As for the orbital gap (alpha / beta): 6.9 / 7.6 eV. The multiplicity is 1. For the lowest unoccupied orbital energy (alpha / beta), the calculation gives 0.85 / 0.74 eV.

Each line ends with the Löwdin charge.
CARTESIAN COORDINATES (ANGSTROEM)
1 C 0.35 2.93 1.46  -0.099
2 C -0.12 -2.42 -0.88  -0.132
3 C -2.23 -1.13 0.10  -0.134
4 C -0.08 1.79 0.56  -0.220
5 C -1.05 -1.28 -0.86  -0.233
6 C 0.67 0.43 0.47  -0.384
7 N 1.67 0.13 -0.43  -0.063
8 N 0.70 -0.21 1.71  0.102
9 O 2.96 -0.09 0.14  -0.104
10 H 0.62 2.36 2.41  0.087
11 H 1.32 3.32 1.22  0.064
12 H -0.37 3.63 1.72  0.046
13 H -0.59 -3.37 -0.66  0.071
14 H 0.64 -2.09 -0.10  0.061
15 H 0.32 -2.40 -1.86  0.069
16 H -2.60 -0.13 0.30  0.038
17 H -3.22 -1.63 -0.37  0.113
18 H -2.00 -1.65 1.01  0.042
19 H -0.46 2.19 -0.48  0.148
20 H -0.97 1.53 0.96  0.033
21 H -1.18 -0.76 -1.73  0.047
22 H 1.78 0.73 -1.21  0.121
23 H -0.10 0.13 2.24  0.095
24 H 3.05 0.46 1.02  0.137
25 H 0.98 -1.19 1.70  0.093

=====

Version two
Formula: C6H16N2O
Source: the Open Molecules 2025 dataset
Level of theory: ωB97M-V/def2-TZVPD

As for the orbital gap (alpha / beta): 8.8 / 5.5 eV. The multiplicity is 1. For the lowest unoccupied orbital energy (alpha / beta), the calculation gives 0.80 / -0.55 eV.

Each line ends with the Löwdin charge.
CARTESIAN COORDINATES (ANGSTROEM)
1 C 0.04 -1.16 0.71  -0.469
2 C 1.46 -0.89 1.07  -0.078
3 C -0.28 -2.36 -0.10  -0.079
4 C -1.01 -0.68 1.65  -0.086
5 H -0.02 0.14 -0.21  0.042
6 H 2.15 -1.20 0.28  0.080
7 H 1.72 -1.46 1.98  0.088
8 H 1.61 0.17 1.28  0.063
9 H -0.71 0.24 2.16  0.072
10 H 0.42 -2.51 -0.92  0.073
11 H -0.23 -3.26 0.54  0.085
12 H -1.29 -2.31 -0.52  0.082
13 H -1.20 -1.45 2.41  0.086
14 H -1.95 -0.49 1.13  0.074
15 C -0.45 0.57 -1.19  -0.372
16 N 1.13 2.90 -0.02  0.011
17 N -1.73 1.04 -1.04  0.066
18 C 0.25 0.33 -2.29  -0.005
19 O 0.21 2.10 0.57  -0.168
20 H 0.77 3.84 -0.19  0.097
21 H 1.99 2.95 0.53  0.095
22 H -2.25 1.17 -1.90  0.086
23 H -1.77 1.82 -0.40  0.075
24 H 1.19 -0.22 -2.26  0.041
25 H -0.06 0.73 -3.25  0.041

=====

Least stable = version one

=====

Version one
Formula: C6H16N2O
Source: the Open Molecules 2025 dataset
Level of theory: ωB97M-V/def2-TZVPD

As for the orbital gap: 8.7 eV. The multiplicity is 1. Its SMILES is C[C@@H](N)[C@@](C)(N)CCO. For the lowest unoccupied orbital energy, the calculation gives 0.75 eV.

Each line ends with the Löwdin charge.
CARTESIAN COORDINATES (ANGSTROEM)
1 C 0.04 0.39 -0.05  -0.555
2 C -0.93 -0.71 -1.11  -0.365
3 C 0.86 0.29 2.45  -0.189
4 C 0.27 -0.59 1.05  -0.096
5 C 1.30 0.81 -0.78  -0.038
6 C -1.46 0.14 -2.25  -0.092
7 N -0.76 1.51 0.29  0.066
8 N -0.25 -1.86 -1.64  0.034
9 O 0.23 -0.26 3.61  -0.106
10 H 0.52 -1.17 3.70  0.079
11 H -1.77 -1.07 -0.51  0.124
12 H -1.43 1.30 1.03  0.097
13 H -0.21 2.31 0.57  0.080
14 H 0.06 -2.50 -0.92  0.065
15 H 0.54 -1.59 -2.21  0.069
16 H 1.95 0.26 2.53  0.096
17 H 0.61 1.36 2.54  0.093
18 H 1.02 -1.34 0.81  0.097
19 H -0.64 -1.05 1.42  0.100
20 H 1.84 -0.06 -1.17  0.075
21 H 1.04 1.47 -1.61  0.080
22 H 1.97 1.33 -0.11  0.082
23 H -1.96 1.02 -1.86  0.062
24 H -2.18 -0.42 -2.84  0.073
25 H -0.65 0.45 -2.91  0.068

=====

Version two
Formula: C6H16N2O
Source: the Open Molecules 2025 dataset
Level of theory: ωB97M-V/def2-TZVPD

As for the orbital gap: 7.2 eV. The multiplicity is 1. For the lowest unoccupied orbital energy, the calculation gives 0.73 eV.

Each line ends with the Löwdin charge.
CARTESIAN COORDINATES (ANGSTROEM)
1 C -1.09 0.15 0.37  -0.510
2 C 1.17 -0.51 -0.78  -0.543
3 C 0.09 -0.19 1.03  -0.017
4 C -1.30 1.52 -0.19  -0.030
5 C 2.28 0.51 -0.76  -0.089
6 C -1.77 0.23 2.46  -0.010
7 N 1.69 -1.82 -0.48  0.022
8 N 0.44 -0.38 -2.02  0.039
9 O -1.80 -0.86 -0.20  0.039
10 H -2.54 -0.50 -0.70  0.120
11 H 0.94 -2.51 -0.48  0.065
12 H 2.42 -2.11 -1.13  0.068
13 H 1.05 -0.47 -2.84  0.076
14 H -0.25 -1.12 -2.11  0.062
15 H 0.68 0.61 1.44  0.101
16 H 0.20 -1.17 1.46  0.097
17 H -0.75 2.27 0.37  0.093
18 H -2.36 1.78 -0.16  0.088
19 H -0.98 1.54 -1.23  0.076
20 H 2.82 0.48 0.19  0.073
21 H 1.89 1.51 -0.92  0.071
22 H 3.02 0.31 -1.56  0.074
23 H -1.10 0.21 3.31  0.015
24 H -2.32 1.17 2.46  0.006
25 H -2.43 -0.64 2.45  0.014

=====

Least stable = version two